DFT (the ωB97M-V functional and the def2-TZVPD basis) results for 11 unconnected molecules or ions with the total composition C89H193N11O11 in a non-equilibrium geometry.

Computed properties:
Relative energy (zero: lowest compared OMol25 entry of this formula, charge and spin) in kJ/mol: 409.8
2S+1: 1
Electronic energy in a.u.: -4936.2283
Kohn-Sham gap in eV: 8.770
F_max in eV/A: 3.8
E_HOMO in eV: -8.23

```
304
Properties=species:S:1:pos:R:3:mulliken_charge:R:1
O 4.6151 -12.9802 20.8110 0.71
O 2.7086 -9.3181 26.1373 -0.28
O -0.2890 -19.1926 28.6457 -0.49
O 7.4000 -21.2293 20.5853 -0.65
O 12.8330 -14.7042 24.6185 -0.57
O 1.4344 -17.2545 21.8966 0.55
O 9.9702 -9.2762 25.4107 -0.39
O 9.3249 -15.8398 28.1508 0.01
O 2.1995 -11.8945 26.9642 -0.38
O 5.9406 -20.3434 23.3627 2.63
O 5.5180 -13.5603 23.7841 1.45
N 6.4103 -21.4663 24.0447 -0.18
N 2.6456 -12.3440 23.3711 1.16
N 0.1221 -17.7302 22.1128 0.00
N 3.5880 -15.3826 22.9898 1.28
N 0.9874 -19.1501 27.8967 -0.02
N 8.1548 -15.1904 28.5961 -0.13
N 10.6402 -9.0210 24.1624 -0.06
N 7.1222 -19.7948 20.4873 1.30
N 12.0224 -15.8228 25.1532 1.30
N 3.6665 -12.2950 20.0945 0.39
N 3.7140 -8.5896 26.8677 0.12
C 5.2976 -22.4503 24.0438 1.72
C 11.3106 -11.4060 24.0464 -1.79
C 10.2958 -15.6842 23.5251 -1.17
C 4.8394 -20.3102 19.8135 -1.19
C 9.2318 -19.3750 21.5851 -0.78
C 5.7850 -11.4966 18.8230 -1.52
C 9.6826 -13.6462 29.4282 -1.62
C 4.6740 -15.9090 23.7704 1.03
C 5.9610 -18.1986 19.0086 -1.11
C 1.9262 -11.5582 24.4507 1.90
C 11.4289 -16.5842 24.0384 2.44
C 2.0111 -7.3478 27.8779 -2.10
C 3.4097 -18.8152 27.9604 -0.82
C 11.2151 -6.7255 24.6902 -1.80
C 7.1852 -17.3460 18.9689 -0.95
C 3.2403 -7.2225 27.0144 1.80
C 8.8580 -13.2722 27.1734 -0.49
C 2.8175 -6.4810 25.6760 -1.83
C 4.9413 -17.3279 23.3206 0.05
C 0.7620 -18.1943 26.6927 2.24
C -1.0449 -16.4304 20.1373 -1.79
C 0.9651 -11.5170 27.5871 -0.92
C 8.4208 -13.7788 28.5497 2.50
C 10.8253 -17.8893 24.6053 -0.29
C 6.5581 -12.6778 23.5039 -0.69
C 2.1168 -18.2953 25.9457 -0.45
C -2.2629 -17.5392 21.8725 -1.50
C 5.1529 -8.5527 24.7621 -0.77
C 12.9853 -15.6037 27.3325 -2.20
C 9.3193 -19.6091 19.1297 -1.70
C 7.0099 -15.6167 26.2795 0.38
C 11.1791 -9.9156 21.9557 -1.05
C 10.4878 -7.6129 23.7474 1.81
C 3.5566 -10.4195 18.5397 -1.40
C 6.7806 -17.2159 28.2229 -0.93
C 2.2792 -12.4510 18.0976 -1.75
C -0.9518 -16.8370 21.6735 1.97
C 3.8727 -14.3695 18.5034 -2.56
C -0.9174 -15.6345 22.5272 -1.35
C 8.4180 -19.0774 20.3327 2.10
C 7.0475 -15.7427 27.8202 1.81
C 4.6674 -10.1510 20.7017 -2.20
C 5.8188 -23.7927 24.5623 -1.43
C 8.9080 -7.3003 23.7526 -1.22
C 3.3215 -17.8972 26.7815 2.20
C 10.8445 -8.5518 21.3326 -0.62
C 12.7837 -16.5312 26.1584 2.02
C 6.6180 -23.7021 25.8153 -0.73
C 5.0720 -8.8444 26.2459 2.06
C 0.1183 -19.1213 21.6235 1.52
C 5.7310 -14.9013 28.2689 -0.72
C 11.1173 -7.4189 22.3957 -1.52
C -0.3269 -18.8354 25.8162 -1.85
C 2.0171 -17.4282 29.6350 -1.50
C 4.4727 -11.1257 19.5374 1.76
C 4.3066 -6.4356 27.7931 -1.24
C 10.5137 -10.2203 23.3334 2.00
C 1.9643 -14.0143 19.9899 -2.57
C 9.0636 -10.5644 23.1455 -1.86
C 14.1287 -16.8665 25.6255 -2.04
C 0.5274 -19.2691 20.1209 -1.52
C 6.5029 -20.4477 18.0477 -1.87
C 4.0819 -22.0103 24.9571 -1.55
C 5.7771 -6.6087 27.1632 -0.73
C 2.9985 -13.2337 19.1027 2.84
C 2.1416 -18.7936 28.8739 2.00
C 11.6706 -18.7164 25.5742 -0.81
C 6.1427 -19.7014 19.3186 1.84
C 3.0985 -11.3616 17.3854 -0.84
C 12.3272 -17.0209 22.8691 -1.97
C 8.0298 -17.6228 20.2013 -0.89
C 0.5094 -11.1612 24.0876 -1.75
C 5.8677 -14.9539 23.4398 -0.74
C 2.1444 -12.5260 25.7080 -0.13
C 12.1038 -17.7816 26.7366 -0.83
C 6.1384 -8.1337 27.1185 -1.00
C 0.3493 -16.7373 27.0150 -1.02
C 7.0885 -21.1796 25.2704 1.86
C 4.8751 -22.6751 22.5830 -1.84
C 7.6480 -22.5266 25.6393 -1.18
C -2.3404 -18.9432 21.3439 -0.75
C 2.3344 -20.0207 29.8026 -1.95
C -1.2376 -19.7071 21.9359 -1.02
C 6.2876 -20.5590 26.4247 -1.41
C 5.2907 -10.3345 26.2442 -1.61
C 8.2628 -20.1613 24.9495 -2.94
C 5.9647 -13.4162 28.3275 1.16
C 1.1780 -19.8542 22.4469 -1.78
C 7.2252 -13.0446 29.0924 -2.12
H -1.3170 -19.7456 23.0290 0.13
H 3.7318 -9.8240 21.1600 0.27
H 1.3138 -7.9670 27.3995 0.38
H 0.5741 -10.5963 23.1426 0.48
H 6.4827 -24.1037 23.7594 0.49
H 13.1501 -16.3092 22.9502 0.49
H 3.0932 -22.2552 24.5075 0.49
H 14.8203 -17.3672 26.4046 0.37
H 1.4092 -20.3982 30.2313 0.44
H 4.6914 -14.5900 19.1518 0.64
H 2.4232 -7.0707 24.8997 0.18
H 1.3041 -20.8060 21.9635 0.57
H 4.4687 -21.7850 22.0744 -0.31
H 12.2116 -7.3165 22.6142 0.47
H 3.0840 -13.0093 25.6367 -0.18
H -2.3048 -19.0350 20.2508 0.33
H -0.3140 -19.9454 25.8026 0.49
H 3.9847 -20.1107 19.1408 0.62
H 4.2382 -18.0258 26.1528 -0.63
H 6.1594 -13.0725 27.2605 -1.19
H 7.4060 -11.9382 29.1117 0.33
H 0.2994 -20.3103 19.8212 0.50
H -0.1869 -16.0628 19.6426 0.25
H -1.3015 -20.7783 21.5739 0.37
H 8.6969 -19.4120 22.5654 -1.18
H 12.4247 -13.9643 25.1108 0.28
H 12.2765 -9.9776 22.1369 0.38
H 10.0290 -17.4172 25.2465 -0.57
H -0.2179 -12.0191 23.9252 0.13
H -0.4189 -20.1349 28.4544 0.38
H 4.9165 -15.2288 27.6108 -0.60
H 1.5775 -19.0128 19.8637 0.03
H 2.6774 -11.7649 22.5246 -0.40
H 1.2760 -16.0540 27.1507 -0.24
H 9.7219 -14.4268 30.2388 0.32
H 2.1901 -19.4161 22.4825 -0.09
H 9.6972 -12.6290 29.8954 0.43
H 5.3260 -15.1117 29.2664 0.62
H 6.9377 -14.5729 25.9220 0.06
H 9.6148 -13.8045 26.6471 -0.59
H 6.3504 -10.5268 26.0059 0.62
H 9.2903 -19.0039 18.2155 0.31
H 6.2617 -10.5679 18.6856 0.54
H -1.4606 -17.2240 19.5734 0.64
H 6.9135 -20.1064 27.1203 0.86
H 12.7501 -18.2531 27.4322 0.74
H 4.0950 -22.3872 25.9765 0.36
H 9.7812 -8.5396 20.9641 0.29
H 5.6876 -21.2406 26.9983 0.42
H 12.1136 -15.1867 27.7941 0.14
H 4.2645 -14.1812 17.5308 0.46
H 8.8203 -6.2521 23.9147 0.72
H 1.7950 -13.0648 17.3924 0.43
H -1.7174 -14.9484 22.3247 0.57
H 9.8187 -15.9275 22.5472 -0.19
H 4.2604 -18.5403 28.6676 0.13
H -1.2999 -18.5251 26.1948 0.54
H -1.6517 -15.5176 20.1395 0.52
H 4.0840 -23.3610 22.6762 0.84
H 5.0373 -12.8758 28.6081 0.78
H 4.9546 -21.4309 19.8745 0.47
H 13.6866 -15.9795 28.0613 0.49
H -0.8597 -15.8448 23.6195 -0.23
H 0.0881 -10.4637 24.8426 0.36
H 4.0921 -17.9772 23.6000 -0.34
H 6.0051 -15.0539 22.3645 0.92
H -0.3617 -18.5225 24.7602 0.06
H 1.3766 -13.3544 25.6727 0.30
H 8.1029 -22.3923 26.6675 0.27
H 7.9898 -13.1008 26.5157 -0.73
H 4.3065 -9.0577 24.2775 -0.07
H 11.5004 -8.3943 20.4856 0.45
H 7.1458 -24.5991 26.0710 0.56
H 3.0147 -19.7418 30.5961 0.40
H 0.4357 -10.6841 27.0603 0.26
H 5.9972 -8.4113 28.2272 0.25
H 9.7651 -20.3712 21.4660 0.54
H -0.3445 -16.6986 27.9181 0.23
H 7.2165 -19.9588 17.4093 0.41
H 6.5046 -17.2994 29.2978 0.63
H 10.6119 -13.7489 28.8444 0.12
H 10.4085 -19.7468 19.4996 0.32
H 12.7701 -17.9991 23.0336 0.35
H 3.3525 -15.3072 18.4678 0.44
H 7.1375 -8.3928 26.7907 0.25
H 2.2983 -7.7595 28.8239 0.44
H 8.9101 -20.5398 18.8988 0.46
H 4.6129 -19.9238 20.8281 -0.60
H 5.8655 -17.7373 23.8160 -0.56
H 5.0951 -17.4918 22.2468 0.24
H -0.0554 -14.9180 22.2712 -0.16
H 6.4289 -6.0774 27.7973 0.60
H 5.6796 -12.1736 17.9538 0.26
H 1.2610 -13.3727 20.5603 0.34
H 7.9151 -19.1501 24.8719 0.02
H 2.4414 -10.5727 24.6864 -0.58
H -3.0346 -16.9169 21.5048 0.47
H 8.4469 -10.3172 24.0277 0.06
H 5.3994 -18.2400 18.0627 0.58
H 0.2799 -12.3533 27.6442 0.28
H 1.9745 -17.6445 25.0919 -0.06
H 4.2411 -6.8071 28.8505 0.33
H 3.6595 -5.8486 25.3042 0.34
H 10.0114 -18.5383 21.6785 -0.01
H 7.4640 -17.2547 21.0380 -0.19
H 10.7602 -11.6005 25.0175 0.21
H 8.9823 -20.2123 25.7562 0.57
H 2.9064 -16.0772 22.7268 -0.40
H 5.6970 -23.1063 21.9958 0.35
H -2.3936 -17.5585 22.9927 0.39
H 4.1763 -9.5544 18.1983 0.48
H 6.0218 -9.1385 24.3293 -0.28
H 11.1194 -7.2086 25.6199 0.38
H 6.1891 -16.2199 25.9041 -0.28
H 8.9589 -17.0087 20.1403 0.43
H 2.4923 -9.9961 26.8089 0.34
H 9.2789 -12.2786 27.3543 0.78
H 6.1953 -11.6593 23.6210 -0.34
H 0.9758 -17.3203 30.0139 0.33
H 5.0899 -10.7467 27.2274 0.48
H 1.5302 -6.4071 28.0994 0.53
H 2.7636 -20.8624 29.2767 0.36
H 4.1248 -13.3385 21.5672 -0.33
H 9.5127 -15.4137 24.2391 0.01
H 2.3027 -19.3271 25.5869 -0.50
H 1.4530 -11.9447 18.6372 0.52
H 2.2573 -16.6855 28.9424 0.27
H 2.7010 -17.4235 30.5960 0.31
H 11.1435 -17.5735 27.2941 -0.42
H 1.0910 -11.1317 28.5667 0.31
H 3.6256 -19.7816 27.4958 0.05
H 8.7139 -20.5390 24.0516 0.63
H 2.5047 -10.7447 16.7018 0.43
H 3.9577 -20.9128 25.1119 -0.15
H 8.4627 -22.8971 24.9244 0.30
H 5.3066 -7.5268 24.4722 0.52
H 10.7735 -6.4243 22.0955 0.33
H 10.8437 -14.7674 23.2879 0.39
H 6.3898 -12.0272 19.5429 0.13
H 8.5140 -7.9334 24.5157 -0.18
H 5.1339 -9.2210 20.2596 0.58
H 11.0406 -19.5038 25.9521 0.52
H 5.7550 -6.1958 26.1575 0.25
H 5.3651 -17.6758 19.7802 -0.29
H 9.2937 -16.6810 28.6167 0.34
H 4.5166 -15.8315 24.9028 -0.77
H 10.3875 -18.4039 23.7648 -0.13
H 10.8033 -5.7519 24.8072 0.36
H 0.6658 -20.0857 23.3641 0.36
H 4.1739 -5.3425 27.8832 0.32
H -3.3018 -19.3022 21.5846 0.60
H 14.2092 -17.5433 24.7116 0.24
H 3.3758 -16.8212 27.0993 -1.16
H 10.9465 -10.7815 21.2787 0.28
H 8.5436 -10.0741 22.3768 0.36
H 6.9214 -16.2811 18.9256 0.31
H 14.6349 -15.9392 25.3424 0.41
H 6.8158 -15.2815 23.9159 -0.57
H 2.5779 -14.4912 20.7565 0.13
H 6.9630 -12.7880 22.5080 0.79
H 5.7080 -19.6679 26.1629 -0.25
H 5.5594 -20.7124 17.5924 0.47
H 11.2717 -12.2915 23.3322 0.31
H 3.0805 -14.6747 23.4956 -0.46
H 7.8066 -17.4665 18.0589 0.43
H 2.6454 -9.9969 19.0204 0.34
H 12.3588 -11.1606 24.1581 0.52
H -0.2147 -16.3817 26.1274 0.27
H 7.9362 -16.1267 25.8594 -0.75
H 7.4040 -12.6703 24.2342 -0.10
H 12.2544 -6.4754 24.4932 0.41
H 5.8826 -17.5177 27.7012 -0.73
H 8.3985 -7.4857 22.8027 0.27
H 11.7316 -17.0752 21.9292 0.39
H 7.5264 -17.9873 27.9057 0.24
H 7.1357 -13.3658 30.1384 0.30
H -0.0420 -18.5341 19.5676 0.33
H 13.6846 -14.7692 27.0835 0.52
H 10.7024 -9.4541 26.0281 0.34
H 5.9764 -23.5084 26.7226 0.27
H 7.7578 -21.4636 21.4620 0.26
H 2.0134 -5.8317 25.9081 0.60
H 12.5698 -19.1501 25.0984 0.29
H 5.3254 -10.5810 21.4155 0.21
H 8.9159 -11.6061 22.8378 0.52
H 4.5758 -10.7569 25.5690 -0.71
H 3.9466 -11.7757 16.8860 0.39
H 6.2186 -20.4103 22.4092 -0.91
H 4.9772 -24.4887 24.4884 0.34
H 1.4733 -14.7326 19.3612 0.58
H 1.5652 -17.1295 20.9722 -0.12
H 6.9012 -21.4170 18.3728 0.38
H 3.5995 -12.6113 23.5945 -1.00
```